{"formula": "C13H17BN2O4S", "method": "ωB97M-V/def2-TZVPD", "species": ["C", "C", "O", "S", "O", "O", "B", "C", "O", "H", "H", "H", "H", "H", "H", "H", "N", "C", "C", "C", "C", "C", "H", "H", "H", "H", "H", "N", "C", "C", "C", "C", "C", "H", "H", "H", "H", "H"], "positions_angstrom": [[-0.009, -0.314, 2.532], [0.900, 0.610, 2.178], [2.261, 0.331, 2.036], [3.177, 0.280, 3.432], [4.284, -0.569, 3.111], [3.766, 1.783, 3.358], [2.962, 2.887, 3.741], [2.482, 3.093, 5.214], [2.663, 3.778, 2.756], [0.117, -0.932, 3.416], [-0.907, -0.408, 1.932], [0.617, 1.650, 2.035], [2.455, 2.143, 5.747], [3.143, 3.774, 5.753], [1.480, 3.521, 5.217], [2.570, 3.341, 1.904], [-1.095, 0.994, -0.508], [-2.112, 1.015, -1.367], [-1.982, 1.352, -2.706], [-0.726, 1.694, -3.179], [0.344, 1.680, -2.298], [0.107, 1.321, -0.979], [-3.079, 0.742, -0.959], [-2.845, 1.341, -3.356], [-0.583, 1.964, -4.218], [1.343, 1.937, -2.622], [0.919, 1.293, -0.264], [-3.139, -2.555, -3.187], [-3.108, -3.699, -3.867], [-2.163, -4.692, -3.657], [-1.193, -4.487, -2.688], [-1.211, -3.301, -1.972], [-2.202, -2.373, -2.258], [-3.879, -3.825, -4.619], [-2.189, -5.602, -4.240], [-0.437, -5.237, -2.495], [-0.475, -3.094, -1.207], [-2.253, -1.436, -1.719]], "lowdin_charge": [0.05, -0.30, -0.29, 0.95, -0.36, -0.14, -0.70, 0.02, 0.18, 0.07, 0.05, 0.11, 0.06, 0.08, 0.07, 0.11, 0.07, -0.18, -0.07, -0.07, -0.06, -0.15, 0.11, 0.11, 0.11, 0.10, 0.08, 0.06, -0.16, -0.08, -0.08, -0.07, -0.15, 0.10, 0.10, 0.10, 0.10, 0.07], "lumo_ev": 0.20, "homo_lumo_gap_ev": 9.329, "e_tot_ha": -1339.064877}

{"formula": "C6H12O", "method": "ωB97M-V/def2-TZVPD", "species": ["C", "C", "C", "C", "C", "C", "O", "H", "H", "H", "H", "H", "H", "H", "H", "H", "H", "H", "H"], "positions_angstrom": [[-2.014, -0.799, 0.387], [-1.415, 0.560, 0.091], [-0.969, 0.875, -1.304], [0.060, 0.749, -0.201], [1.058, -0.409, -0.083], [2.506, 0.047, 0.168], [0.722, -1.290, 0.986], [-1.499, -1.587, -0.167], [-3.074, -0.814, 0.108], [-1.933, -1.054, 1.449], [-1.879, 1.381, 0.637], [-1.054, 0.073, -2.036], [-1.173, 1.863, -1.709], [0.465, 1.705, 0.130], [0.997, -1.032, -0.985], [2.745, 1.016, -0.279], [3.219, -0.701, -0.191], [2.668, 0.128, 1.252], [0.571, -0.711, 1.746]], "lowdin_charge": [-0.08, -0.30, -0.08, -0.21, -0.40, -0.04, -0.06, 0.08, 0.08, 0.07, 0.13, 0.11, 0.10, 0.13, 0.14, 0.07, 0.08, 0.08, 0.10], "lumo_ev": 1.10, "de_lowest_kj_mol": 124.4, "homo_lumo_gap_ev": 10.968, "e_tot_ha": -311.011875}